{
  "formula": "C34H44N6O2SSbZn",
  "method": "wB97M-V/def2-TZVPD",
  "elements": ["Zn", "N", "C", "C", "C", "C", "C", "C", "S", "O", "O", "N", "C", "N", "C", "C", "C", "N", "H", "H", "H", "H", "H", "H", "H", "H", "H", "C", "C", "N", "C", "C", "C", "C", "C", "C", "C", "C", "C", "N", "C", "H", "H", "H", "H", "H", "H", "H", "H", "C", "C", "C", "C", "Sb", "C", "C", "C", "C", "C", "C", "C", "C", "H", "H", "H", "H", "H", "H", "H", "H", "H", "H", "H", "H", "H", "H", "H", "H", "H", "H", "H", "H", "H", "H", "H", "H", "H", "H", "H"],
  "positions_angstrom": [[0.595, -0.751, -0.459], [4.038, 6.410, 2.749], [3.576, 5.467, 1.877], [2.641, 4.508, 2.289], [2.165, 3.564, 1.402], [2.610, 3.558, 0.086], [3.530, 4.509, -0.341], [4.010, 5.451, 0.544], [2.126, 2.335, -1.073], [2.102, 2.893, -2.388], [3.126, 1.241, -0.926], [0.753, 1.664, -0.564], [-0.338, 2.501, -0.373], [-0.230, 3.818, -0.597], [-1.287, 4.567, -0.336], [-2.480, 4.045, 0.152], [-2.507, 2.679, 0.312], [-1.462, 1.899, 0.041], [3.787, 6.381, 3.718], [4.756, 7.053, 2.473], [2.280, 4.519, 3.310], [1.425, 2.848, 1.737], [3.854, 4.514, -1.373], [4.721, 6.195, 0.206], [-1.180, 5.629, -0.531], [-3.334, 4.668, 0.374], [-3.404, 2.173, 0.657], [4.488, 0.125, 0.991], [3.087, 0.212, 0.654], [2.431, -0.873, 0.253], [3.158, -1.932, -0.216], [4.512, -2.075, 0.006], [5.176, -0.995, 0.684], [5.178, -3.260, -0.431], [4.512, -4.251, -1.082], [3.120, -4.099, -1.373], [2.352, -5.051, -2.074], [1.025, -4.807, -2.333], [0.466, -3.593, -1.907], [1.159, -2.688, -1.254], [2.461, -2.936, -0.961], [4.955, 0.981, 1.459], [2.491, 0.922, 1.217], [6.227, -1.088, 0.930], [6.238, -3.356, -0.229], [5.021, -5.150, -1.401], [2.821, -5.969, -2.408], [0.414, -5.519, -2.870], [-0.571, -3.351, -2.118], [-2.726, -3.676, 0.956], [-3.290, -2.624, -0.009], [-3.513, -3.363, -1.328], [-4.651, -2.144, 0.516], [-1.988, -0.786, -0.112], [-2.793, 0.022, -2.086], [-2.166, -1.017, -3.028], [-2.285, 1.373, -2.574], [-4.317, 0.037, -2.168], [-1.628, -0.497, 2.142], [-0.915, 0.800, 2.515], [-2.857, -0.620, 3.031], [-0.598, -1.604, 2.431], [-3.401, -4.537, 0.952], [-2.667, -3.335, 1.985], [-1.742, -4.034, 0.645], [-4.183, -4.203, -1.114], [-2.595, -3.796, -1.738], [-3.987, -2.773, -2.104], [-5.276, -3.022, 0.707], [-5.184, -1.515, -0.205], [-4.579, -1.593, 1.449], [-1.093, -0.838, -3.144], [-2.621, -0.907, -4.017], [-2.306, -2.049, -2.727], [-1.206, 1.456, -2.540], [-2.741, 2.222, -2.069], [-2.571, 1.442, -3.628], [-4.780, -0.942, -2.057], [-4.599, 0.416, -3.154], [-4.752, 0.711, -1.429], [-1.581, 1.657, 2.562], [-0.087, 1.038, 1.848], [-0.495, 0.649, 3.515], [-3.608, 0.136, 2.793], [-2.549, -0.455, 4.070], [-3.329, -1.597, 2.995], [0.392, -1.341, 2.043], [-0.841, -2.595, 2.057], [-0.483, -1.680, 3.516]],
  "forces_ev_per_angstrom": [[-0.4, 0.3, -0.2], [0.0, 0.0, 0.0], [0.0, 0.0, 0.0], [0.0, 0.0, 0.0], [0.1, 0.0, 0.0], [0.0, 0.1, 0.0], [-0.1, 0.0, 0.0], [0.0, 0.0, 0.0], [0.2, -0.1, 0.0], [-0.1, 0.0, 0.0], [-0.2, 0.6, -0.8], [-0.3, -0.1, 0.0], [0.2, -0.3, -0.2], [0.0, -0.1, 0.0], [0.0, 0.0, 0.0], [0.0, 0.1, 0.0], [0.1, -0.1, 0.0], [-0.1, 0.2, 0.1], [0.0, 0.0, 0.0], [0.0, 0.0, 0.0], [0.0, 0.0, 0.0], [0.0, 0.0, 0.0], [0.0, 0.0, 0.0], [0.0, 0.0, 0.0], [0.0, 0.0, 0.0], [0.0, 0.0, 0.0], [0.0, 0.0, 0.0], [0.0, 0.0, -0.2], [0.2, -0.6, 1.6], [0.1, -0.1, -0.2], [-0.1, -0.1, -0.1], [0.3, 0.2, 0.1], [-0.2, -0.1, -0.1], [-0.1, -0.1, -0.1], [0.0, 0.2, 0.1], [0.1, -0.1, 0.0], [-0.1, 0.0, 0.0], [0.1, 0.0, 0.1], [0.0, -0.1, -0.1], [0.1, 0.1, 0.0], [-0.1, 0.1, 0.1], [0.0, 0.0, 0.0], [0.1, 0.1, -0.3], [0.0, 0.0, 0.0], [0.0, 0.0, 0.0], [0.0, 0.0, 0.0], [0.0, 0.0, 0.0], [0.0, 0.0, 0.0], [0.1, 0.0, 0.0], [-0.1, 0.1, 0.0], [0.1, 0.0, 0.2], [0.0, -0.2, 0.0], [-0.1, 0.0, -0.2], [0.4, 0.0, 0.0], [0.0, -0.1, 0.0], [0.0, 0.0, -0.1], [-0.2, 0.0, 0.1], [0.0, -0.1, 0.0], [0.0, 0.1, 0.0], [0.0, 0.0, 0.0], [0.0, -0.1, 0.0], [0.0, -0.1, 0.0], [0.0, 0.0, 0.0], [0.0, 0.0, 0.0], [0.0, 0.0, 0.0], [0.0, 0.0, 0.0], [-0.1, 0.0, 0.1], [-0.1, 0.0, 0.0], [0.0, 0.0, 0.0], [0.1, -0.1, 0.2], [0.0, 0.0, 0.0], [0.0, 0.0, 0.0], [0.0, 0.0, 0.0], [0.1, 0.1, -0.1], [0.2, 0.0, 0.1], [0.0, -0.1, -0.1], [0.0, 0.0, 0.0], [0.1, 0.1, 0.0], [0.0, 0.0, 0.0], [0.0, 0.0, 0.0], [0.0, 0.0, 0.0], [0.0, 0.0, 0.0], [0.0, 0.0, 0.0], [0.0, 0.0, 0.0], [0.0, 0.0, 0.0], [0.0, -0.1, 0.0], [0.0, 0.0, 0.0], [0.0, 0.1, 0.0], [0.0, 0.0, 0.0]],
  "mulliken_charge": [0.879, -0.472, 0.931, -1.099, 0.087, 0.370, -0.871, -0.931, 1.104, -0.769, -0.625, 0.436, -0.490, -0.411, -0.835, -0.715, -0.844, 0.356, 0.193, 0.184, 0.326, 0.229, 0.531, 0.345, 0.488, 0.480, 0.369, -1.200, 0.440, 0.995, -0.431, 1.325, -1.215, -0.837, -1.002, 0.966, -0.683, -1.066, 0.408, 0.073, -0.498, 0.588, 0.320, 0.426, 0.425, 0.421, 0.443, 0.474, 0.178, -2.074, 2.328, -2.272, -1.673, 2.591, 1.956, -1.967, -2.078, -1.939, 1.828, -1.944, -2.092, -1.848, 0.563, 0.435, 0.310, 0.599, 0.331, 0.365, 0.482, 0.240, 0.226, 0.306, 0.498, 0.349, 0.311, 0.362, 0.604, 0.421, 0.444, 0.299, 0.457, -0.045, 0.621, 0.345, 0.429, 0.488, 0.184, 0.228, 0.536],
  "total_charge": 1,
  "relative_energy_kcal_mol": 0.00,
  "max_force_ev_per_a": 1.7,
  "energy_ha": -4218.562585,
  "spin_multiplicity": 1,
  "orbital_gap_ev": 7.35,
  "mol_weight_g_mol": 788.0
}